Record 1
Below is the ion C3H3Cl2N2O with charge +1 at a distorted geometry, with properties calculated with the ωB97M-V functional and the def2-TZVPD basis.

## Properties
Kohn-Sham gap	0.2783	hartree
ΔE to the lowest compared entry with this formula, charge and spin	239.2	kJ/mol
energy	-33220.920	eV

```
! RIJCOSX wB97M-V def2-TZVPD def2/J DEFGRID3
* xyz 1 1
C -0.104 -0.128 -0.050
C -2.047 0.194 -1.560
C -1.131 -2.303 0.593
N -0.944 0.446 -1.058
N -0.283 -1.289 0.689
O -3.064 0.190 -2.027
Cl -1.322 -3.367 1.917
Cl -2.068 -2.331 -0.796
H 0.511 0.689 0.298
H -0.519 1.045 -1.738
H 0.201 -1.494 1.558
*
```


Record 2
Below is a cluster of 2 separate species, C3H3Cl2NO in total at a distorted geometry, with properties calculated with the ωB97M-V functional and the def2-TZVPD basis.

## Properties
Kohn-Sham gap	0.3838	hartree
ΔE to the lowest compared entry with this formula, charge and spin	423.3	kJ/mol
energy	-31737.313	eV
SMILES	O/N=C\Cl.C#CCl

```
! RIJCOSX wB97M-V def2-TZVPD def2/J DEFGRID3
* xyz 0 1
O 1.538 0.784 -1.032
N 1.288 0.799 0.305
C 1.207 -0.292 0.904
Cl 1.753 -1.940 0.444
H 1.713 -0.130 -1.254
H 0.965 -0.297 1.949
C -1.526 -0.104 -0.616
C -2.452 0.521 -0.136
Cl -3.816 0.933 0.587
H -0.670 -0.274 -1.150
*
```


Record 3
Below is a cluster of 2 separate species, C3H3Cl2NO in total at a distorted geometry, with properties calculated with the ωB97M-V functional and the def2-TZVPD basis.

## Properties
Kohn-Sham gap	0.3988	hartree
ΔE to the lowest compared entry with this formula, charge and spin	94.2	kJ/mol
energy	-31740.725	eV
SMILES	C=C(Cl)Cl.N=C=O

```
! RIJCOSX wB97M-V def2-TZVPD def2/J DEFGRID3
* xyz 0 1
C 0.061 -0.350 -0.541
C 0.885 -0.140 0.433
Cl 1.129 -1.205 1.725
Cl 2.119 1.168 0.490
H -0.039 0.456 -1.309
H -0.496 -1.160 -0.479
N -1.415 0.440 2.218
C -2.043 -0.339 1.558
O -2.761 -1.063 0.995
H -0.529 0.482 2.488
*
```


Record 4
Below is a cluster of 2 separate species, C3H3Cl2NO in total at a distorted geometry, with properties calculated with the ωB97M-V functional and the def2-TZVPD basis.

## Properties
Kohn-Sham gap (spin up / spin down)	0.2857 / 0.2827	hartree
ΔE to the lowest compared entry with this formula, charge and spin	464.5	kJ/mol
energy	-31736.887	eV

```
! RIJCOSX wB97M-V def2-TZVPD def2/J DEFGRID3
* xyz 0 1
C 0.656 -1.098 1.444
C 0.673 -0.958 0.144
C -0.404 1.137 0.003
N -0.664 0.801 -1.165
O -0.245 1.643 1.035
Cl 0.856 -1.801 -1.258
Cl -1.596 2.289 -2.335
H 1.137 -1.861 1.918
H 0.485 -0.133 1.993
H -0.898 -0.019 -1.780
*
```


Record 5
Below is the molecule C3H3Cl2NO4S at a distorted geometry, with properties calculated with the ωB97M-V functional and the def2-TZVPD basis.

## Properties
Kohn-Sham gap	0.3601	hartree
ΔE to the lowest compared entry with this formula, charge and spin	0.0	kJ/mol
energy	-48718.683	eV
SMILES	O=C1N[C@](Cl)(S(=O)(=O)Cl)CO1

```
! RIJCOSX wB97M-V def2-TZVPD def2/J DEFGRID3
* xyz 0 1
O -1.174 -0.037 2.817
C -0.827 0.311 1.786
N -1.119 -0.153 0.527
C -0.262 0.301 -0.451
Cl -1.116 0.774 -2.035
S 0.656 -1.251 -1.236
O -0.396 -2.175 -1.506
O 1.546 -0.838 -2.323
Cl 1.852 -2.367 0.107
C 0.518 1.385 0.217
O 0.094 1.385 1.574
H -1.706 -0.986 0.331
H 1.522 1.169 0.244
H 0.413 2.482 -0.051
*
```


Record 6
Below is a cluster of 2 separate species, C3H3Cl2O2 in total at a distorted geometry, with properties calculated with the ωB97M-V functional and the def2-TZVPD basis.

## Properties
Kohn-Sham gap	0.2445	hartree
ΔE to the lowest compared entry with this formula, charge and spin	376.2	kJ/mol
energy	-32297.230	eV

```
! RIJCOSX wB97M-V def2-TZVPD def2/J DEFGRID3
* xyz -1 1
C -0.993 1.735 0.208
C -0.984 0.421 0.085
C 1.074 -1.336 -0.181
O -1.351 1.457 -1.028
O -0.704 2.733 0.744
Cl 1.131 -2.100 1.436
Cl 2.216 -0.028 -0.262
H -1.906 -0.179 0.137
H 0.087 -0.649 -0.205
H 1.429 -2.054 -0.934
*
```


Record 7
Below is the molecule C3H3Cl3 at a distorted geometry, with properties calculated with the ωB97M-V functional and the def2-TZVPD basis.

## Properties
Kohn-Sham gap	0.3637	hartree
ΔE to the lowest compared entry with this formula, charge and spin	28.4	kJ/mol
energy	-40726.014	eV
SMILES	ClCC=C(Cl)Cl

```
! RIJCOSX wB97M-V def2-TZVPD def2/J DEFGRID3
* xyz 0 1
Cl 0.955 0.052 -2.133
C 0.013 0.828 -0.796
C 0.355 0.157 0.440
C -0.398 -0.911 0.890
Cl 0.030 -1.694 2.367
Cl -1.768 -1.629 0.201
H 0.483 1.790 -0.795
H -0.923 0.963 -1.207
H 1.254 0.444 1.033
*
```


Record 8
Below is the molecule C3H3Cl3 at a distorted geometry, with properties calculated with the ωB97M-V functional and the def2-TZVPD basis.

## Properties
Kohn-Sham gap (spin up / spin down)	0.2783 / 0.3150	hartree
ΔE to the lowest compared entry with this formula, charge and spin	0.0	kJ/mol
⟨S²⟩	2.01
energy	-40722.728	eV

```
! RIJCOSX wB97M-V def2-TZVPD def2/J DEFGRID3
* xyz 0 3
C 0.570 -1.295 -0.643
C -0.417 -0.267 -0.259
C 0.064 0.989 0.385
Cl -2.100 -0.571 -0.366
Cl -0.323 0.792 2.094
Cl -0.699 2.534 -0.203
H 0.157 -2.189 -0.972
H 1.581 -1.006 -0.342
H 1.168 1.013 0.306
*
```


Record 9
Below is the molecule C3H3ClFN at a distorted geometry, with properties calculated with the ωB97M-V functional and the def2-TZVPD basis.

## Properties
Kohn-Sham gap	0.4555	hartree
ΔE to the lowest compared entry with this formula, charge and spin	12.2	kJ/mol
energy	-19889.055	eV
SMILES	N#CC[C@H](F)Cl

```
! RIJCOSX wB97M-V def2-TZVPD def2/J DEFGRID3
* xyz 0 1
N -3.129 -0.117 0.110
C -1.990 -0.323 -0.019
C -0.575 -0.676 -0.241
C 0.369 0.300 0.354
F 0.173 1.508 -0.186
Cl 2.009 -0.379 -0.001
H -0.443 -0.739 -1.290
H -0.482 -1.617 0.210
H 0.295 0.240 1.437
*
```


Record 10
Below is a structure of composition C3H3ClFO3Pd, with properties calculated with the ωB97M-V functional and the def2-TZVPD basis.

## Properties
Kohn-Sham gap (spin up / spin down)	0.2719 / 0.1413	hartree
ΔE to the lowest compared entry with this formula, charge and spin	0.0	kJ/mol
⟨S²⟩	2.01
energy	-28010.693	eV

```
! RIJCOSX wB97M-V def2-TZVPD def2/J DEFGRID3
* xyz 1 3
Pd -2.158 3.811 2.263
Cl -0.078 2.678 2.726
C -0.227 0.164 -0.155
C -0.446 -1.330 -0.326
O 0.808 -1.814 -0.658
C 1.642 -0.777 -1.030
O 2.734 -0.901 -1.433
O 0.999 0.403 -0.820
F -1.316 -1.533 -1.367
H -0.103 0.434 0.905
H -1.017 0.729 -0.641
H -0.837 -1.865 0.536
*
```


Record 11
Below is the ion C3H3ClIN2 with charge +1 at a distorted geometry, with properties calculated with the ωB97M-V functional and the def2-TZVPD basis.

## Properties
Kohn-Sham gap	0.3513	hartree
ΔE to the lowest compared entry with this formula, charge and spin	17.0	kJ/mol
energy	-26755.627	eV
SMILES	Clc1[nH]cc(I)[nH+]1

```
! RIJCOSX wB97M-V def2-TZVPD def2/J DEFGRID3
* xyz 1 1
Cl -1.977 2.149 -0.034
C -0.749 1.029 -0.003
N -0.801 -0.306 -0.097
C 0.482 -0.727 -0.107
C 1.318 0.299 0.163
I 3.359 0.388 -0.035
N 0.550 1.399 0.225
H -1.516 -1.031 -0.270
H 0.524 -1.793 -0.139
H 0.858 2.388 0.350
*
```


Record 12
Below is a structure of composition C3H3ClN2 at a distorted geometry, with properties calculated with the ωB97M-V functional and the def2-TZVPD basis.

## Properties
Kohn-Sham gap	0.3782	hartree
ΔE to the lowest compared entry with this formula, charge and spin	250.5	kJ/mol
energy	-18659.392	eV

```
! RIJCOSX wB97M-V def2-TZVPD def2/J DEFGRID3
* xyz 0 1
C -0.098 -1.314 0.244
C -1.150 0.343 0.269
C 0.932 0.663 -0.204
N 0.968 -0.779 -0.061
N -0.318 1.239 0.091
Cl -2.803 0.267 0.377
H -0.387 -2.389 0.288
H 1.625 1.353 0.337
H 1.230 0.618 -1.340
*
```


Record 13
Below is the molecule C3H3ClN2O at a distorted geometry, with properties calculated with the ωB97M-V functional and the def2-TZVPD basis.

## Properties
Kohn-Sham gap	0.3307	hartree
ΔE to the lowest compared entry with this formula, charge and spin	78.2	kJ/mol
energy	-20708.729	eV
SMILES	[H]/N=c1\[nH]c(Cl)co1

```
! RIJCOSX wB97M-V def2-TZVPD def2/J DEFGRID3
* xyz 0 1
H 2.623 -1.647 0.015
N 2.759 -0.660 0.036
C 1.591 -0.174 -0.015
N 0.346 -0.844 -0.048
C -0.670 0.124 0.007
Cl -2.308 -0.296 0.003
C -0.099 1.321 0.021
O 1.279 1.140 -0.029
H 0.128 -1.871 0.091
H -0.419 2.334 0.073
*
```


Record 14
Below is the molecule C3H3ClN2O at a distorted geometry, with properties calculated with the ωB97M-V functional and the def2-TZVPD basis.

## Properties
Kohn-Sham gap (spin up / spin down)	0.2507 / 0.3293	hartree
ΔE to the lowest compared entry with this formula, charge and spin	0.0	kJ/mol
⟨S²⟩	2.02
energy	-20703.865	eV

```
! RIJCOSX wB97M-V def2-TZVPD def2/J DEFGRID3
* xyz 0 3
C 0.746 1.193 -0.161
C -0.517 0.887 0.334
C -0.227 -1.519 -0.254
N 1.936 1.494 -0.111
N -0.833 -0.564 0.456
O -1.498 1.611 0.431
Cl -2.124 -0.936 1.488
H 0.578 -1.323 -0.911
H -0.273 -2.567 -0.247
H 2.212 1.723 -1.024
*
```


Record 15
Below is the molecule C3H3ClN2O2 at a distorted geometry, with properties calculated with the ωB97M-V functional and the def2-TZVPD basis.

## Properties
Kohn-Sham gap	0.3438	hartree
ΔE to the lowest compared entry with this formula, charge and spin	135.0	kJ/mol
energy	-22755.893	eV
SMILES	Nc1[nH]oc(=O)c1Cl

```
! RIJCOSX wB97M-V def2-TZVPD def2/J DEFGRID3
* xyz 0 1
N 1.481 -0.613 0.870
C 0.398 -0.228 0.159
N 0.635 0.190 -1.140
O -0.544 0.801 -1.630
C -1.512 0.642 -0.697
O -2.650 0.925 -0.931
C -0.907 0.007 0.469
Cl -1.703 -0.453 1.845
H 1.377 -0.850 1.839
H 2.054 -1.296 0.391
H 1.370 0.874 -1.175
*
```


Record 16
Below is a structure of composition C3H3ClN2O2 at a distorted geometry, with properties calculated with the ωB97M-V functional and the def2-TZVPD basis.

## Properties
Kohn-Sham gap	0.3209	hartree
ΔE to the lowest compared entry with this formula, charge and spin	517.6	kJ/mol
energy	-22751.927	eV

```
! RIJCOSX wB97M-V def2-TZVPD def2/J DEFGRID3
* xyz 0 1
C -0.113 0.417 -0.020
C 1.021 -0.330 -0.052
C -1.252 -0.527 -0.145
H -1.044 2.195 0.865
H 0.827 2.367 -0.492
H 0.784 -2.192 0.675
N -0.302 1.744 -0.147
N 0.525 -1.780 -0.181
O -0.788 -1.715 -0.095
O -2.309 -0.044 -0.247
Cl 2.652 -0.134 -0.160
*
```


Record 17
Below is a cluster of 2 separate species, C3H3ClN2OS in total at a distorted geometry, with properties calculated with the ωB97M-V functional and the def2-TZVPD basis.

## Properties
Kohn-Sham gap	0.2896	hartree
ΔE to the lowest compared entry with this formula, charge and spin	424.9	kJ/mol
energy	-31540.130	eV

```
! RIJCOSX wB97M-V def2-TZVPD def2/J DEFGRID3
* xyz 0 1
C -0.867 0.475 -0.128
C 0.468 -1.282 -0.125
C -0.840 -0.920 -0.288
H -1.741 2.643 0.010
H 2.595 0.908 0.826
H 1.070 -2.152 0.018
N 0.337 0.977 -0.031
N 1.063 -0.140 -0.051
O 2.464 -0.112 -0.147
S -2.339 1.470 -0.085
Cl -2.210 -1.866 0.001
*
```


Record 18
Below is the molecule C3H3ClN2OS at a distorted geometry, with properties calculated with the ωB97M-V functional and the def2-TZVPD basis.

## Properties
Kohn-Sham gap	0.3472	hartree
ΔE to the lowest compared entry with this formula, charge and spin	242.5	kJ/mol
energy	-31542.020	eV
SMILES	On1c(Cl)cnc1S

```
! RIJCOSX wB97M-V def2-TZVPD def2/J DEFGRID3
* xyz 0 1
O -1.491 0.066 0.994
N -0.374 0.110 0.214
C 0.898 0.476 0.707
Cl 1.094 1.124 2.241
C 1.780 -0.152 -0.233
N 0.963 -0.801 -1.192
C -0.279 -0.500 -0.970
S -1.516 -0.794 -2.181
H -1.675 1.017 0.870
H 2.807 -0.019 -0.347
H -2.065 -2.032 -1.847
*
```


Record 19
Below is a structure of composition C3H3ClNO at a distorted geometry, with properties calculated with the ωB97M-V functional and the def2-TZVPD basis.

## Properties
Kohn-Sham gap (spin up / spin down)	0.2920 / 0.2929	hartree
ΔE to the lowest compared entry with this formula, charge and spin	367.1	kJ/mol
energy	-19205.588	eV

```
! RIJCOSX wB97M-V def2-TZVPD def2/J DEFGRID3
* xyz 1 1
C 0.713 0.693 -0.270
C 0.910 -0.616 -0.486
C -0.578 0.488 0.522
N -0.265 -0.930 0.209
O -1.097 -2.070 -0.022
Cl -1.881 1.471 -0.101
H 1.128 1.696 -0.622
H 1.577 -1.475 -0.845
H -0.507 0.743 1.616
*
```


Record 20
Below is a cluster of 2 separate species, C3H3ClO2 in total at a distorted geometry, with properties calculated with the ωB97M-V functional and the def2-TZVPD basis.

## Properties
Kohn-Sham gap	0.3016	hartree
ΔE to the lowest compared entry with this formula, charge and spin	251.1	kJ/mol
energy	-19774.087	eV

```
! RIJCOSX wB97M-V def2-TZVPD def2/J DEFGRID3
* xyz 0 1
C 2.036 -0.988 -0.275
C -0.189 0.536 -0.555
C -1.403 0.235 0.282
O 2.545 -0.008 0.043
O 1.603 -2.023 -0.546
Cl 0.627 1.860 -0.161
H -1.641 1.041 1.017
H -1.289 -0.738 0.557
H -2.289 0.084 -0.361
*
```


| no. | molar mass (g/mol) |
| --- | --- |
| 1 | 153.98 |
| 2 | 139.97 |
| 3 | 139.97 |
| 4 | 139.97 |
| 5 | 220.03 |
| 6 | 141.96 |
| 7 | 145.42 |
| 8 | 145.42 |
| 9 | 107.52 |
| 10 | 247.92 |
| 11 | 229.43 |
| 12 | 102.52 |
| 13 | 118.52 |
| 14 | 118.52 |
| 15 | 134.52 |
| 16 | 134.52 |
| 17 | 150.59 |
| 18 | 150.59 |
| 19 | 104.52 |
| 20 | 106.51 |